# 1
DFT (the ωB97M-V functional and the def2-TZVPD basis) results for C4H5LiMnO as an isolated structure.

The calculation puts the energy at -37778.7105 eV. The expectation value of S² is 8.765. The spin multiplicity is 6. The total charge is +2. The value obtained for the largest force on an atom is 4.92 eV/Å.

The geometry in XYZ format:
```
12
Properties=species:S:1:pos:R:3:mulliken_spin:R:1
C -1.27771 1.67210 -0.22801 -0.229
C -2.38831 1.18874 -0.44028 0.298
H -3.38010 0.78895 -0.58325 -0.003
C -0.35860 -0.84807 0.20142 0.015
C 1.10399 -0.73768 0.02719 -0.020
O 1.70250 0.39970 0.02508 0.025
Mn 0.66736 2.07147 -0.01045 4.916
H -0.69332 -1.89387 0.28609 0.002
H -0.58180 -0.46233 1.20939 -0.004
H -0.17229 -0.93472 -1.03545 0.000
H 1.68831 -1.57679 0.43899 0.001
Li 3.68997 0.33250 0.10928 0.000
```

# 2
DFT (the ωB97M-V functional and the def2-TZVPD basis) results for C43H54N8PmS2 as an isolated structure.

The calculation puts the energy at -95621.5317 eV. The expectation value of S² is 6.005. The spin multiplicity is 5. The total charge is -1. The value obtained for the largest force on an atom is 0.72 eV/Å.

The geometry in XYZ format:
```
108
Properties=species:S:1:pos:R:3:mulliken_spin:R:1
Pm -0.36493 0.01907 0.21050 4.002
C 2.27092 -0.65965 5.60186 0.000
C 3.27840 -1.16508 4.56009 0.000
C 2.63356 -1.45466 3.24084 0.000
C 2.22038 -2.64766 2.74657 -0.001
C 2.32573 -4.00502 3.36782 0.000
C 1.01815 -4.45692 4.02800 0.000
C 1.56454 -2.36206 1.47378 0.000
C 0.99872 -3.31487 0.63209 0.001
C 0.36398 -3.09529 -0.58941 0.001
C -0.21006 -4.13432 -1.43311 -0.001
C -0.31995 -5.57957 -1.05830 0.000
C -1.47514 -5.83092 -0.07948 0.000
C -0.68991 -3.51194 -2.54126 0.001
C -0.42204 -2.09155 -2.36633 0.008
C -0.72414 -1.08773 -3.28005 -0.004
C -0.50757 0.29224 -3.14365 0.004
N -0.04318 0.90269 -2.02274 0.000
C 0.01999 2.23668 -2.27989 0.002
C 0.54329 3.19860 -1.40586 0.000
C 1.16010 2.98658 -0.17515 0.004
N 1.27545 1.77410 0.43604 0.003
C 2.03893 1.94562 1.54423 -0.006
C 2.45237 0.92042 2.40149 0.002
C 2.22898 -0.44377 2.26914 0.002
N 1.58778 -1.02922 1.22679 -0.007
C 2.39366 3.34753 1.68009 -0.002
C 1.84403 3.99473 0.61486 0.000
C 1.98237 5.44140 0.25260 0.000
C 3.16470 5.70095 -0.68765 0.000
C 3.17682 3.93712 2.81293 0.000
C 2.31603 4.15935 4.06226 0.000
C -0.45398 2.49728 -3.62395 0.000
C -0.78406 1.28534 -4.16140 -0.002
C -1.25196 0.99224 -5.55437 0.000
C -0.10944 0.55690 -6.47910 0.000
C -0.56045 3.84912 -4.26196 0.000
C -1.79248 4.62757 -3.78727 0.000
N 0.19767 -1.88355 -1.17198 0.002
C -1.34019 -4.13468 -3.73799 0.000
C -0.34292 -4.42080 -4.86576 0.000
H 2.77282 -0.40349 6.53823 0.000
H 1.50894 -1.41098 5.81218 0.000
H 1.73814 0.22027 5.23615 0.000
H 3.76419 -2.07064 4.93047 0.000
H 4.07416 -0.42578 4.42593 0.000
H 3.12527 -3.99875 4.11195 0.000
H 2.62394 -4.73161 2.60633 0.000
H 0.73368 -3.77183 4.82786 0.000
H 1.11854 -5.45805 4.45309 0.000
H 0.19607 -4.47308 3.30987 0.000
H 1.04635 -4.34338 0.97008 0.000
H 0.62123 -5.91819 -0.61696 0.000
H -0.46335 -6.18003 -1.96070 0.000
H -1.42049 -5.16801 0.78553 0.000
H -1.47749 -6.86339 0.27550 0.000
H -2.43425 -5.63187 -0.56190 0.000
H -1.16677 -1.41107 -4.21645 0.000
H 0.53579 4.22261 -1.76496 0.000
H 3.01725 1.22684 3.27477 0.000
H 2.10310 6.03312 1.16309 0.000
H 1.06093 5.79497 -0.21753 0.000
H 4.10125 5.40149 -0.21332 0.000
H 3.23800 6.75668 -0.95796 0.000
H 3.06107 5.11684 -1.60395 0.000
H 3.61761 4.88592 2.49743 0.000
H 4.01503 3.28187 3.06237 0.000
H 1.50760 4.86129 3.84679 0.000
H 2.90640 4.55900 4.88952 0.000
H 1.85896 3.22306 4.38848 0.000
H -1.74068 1.87677 -5.96974 0.000
H -2.01561 0.21022 -5.53036 0.000
H 0.64625 1.34206 -6.54645 0.000
H -0.47014 0.33837 -7.48670 0.000
H 0.38111 -0.33647 -6.08793 0.000
H -0.59933 3.73801 -5.34801 0.000
H 0.34110 4.43066 -4.05045 0.000
H -2.70648 4.08817 -4.04515 0.000
H -1.84102 5.61968 -4.24183 0.000
H -1.77725 4.74881 -2.70227 0.000
H -2.13158 -3.47851 -4.10986 0.000
H -1.83271 -5.06283 -3.43995 0.000
H 0.13051 -3.49787 -5.20791 0.000
H -0.83134 -4.89292 -5.72133 0.000
H 0.44979 -5.08340 -4.51301 0.000
N -1.81130 2.25882 0.92813 -0.004
C -3.22184 2.15443 1.33086 0.003
C -4.14950 1.99996 0.13284 -0.001
C -4.10375 0.63598 -0.53775 0.002
N -2.81391 0.41807 -1.20494 -0.002
H -1.24191 2.38209 1.76126 0.000
H -1.66676 3.07806 0.34419 0.001
H -3.53075 3.02790 1.91484 0.000
H -3.30481 1.28270 1.98249 -0.001
H -3.92521 2.78261 -0.60709 0.000
H -5.17383 2.18175 0.46815 0.000
H -4.94374 0.54796 -1.23681 0.000
H -4.21640 -0.14178 0.21839 -0.002
H -2.68686 1.09878 -1.94910 0.002
H -2.80297 -0.49425 -1.65346 0.000
S -2.25866 -1.85756 1.17780 -0.007
C -1.76145 -1.45880 2.78964 0.000
S -0.91314 0.01650 3.08329 -0.005
C -2.00396 -2.35219 3.83163 0.004
C -2.61453 -3.62641 3.60125 0.000
N -3.10012 -4.66289 3.44960 0.000
C -1.57229 -2.08370 5.16934 0.000
N -1.23304 -1.90885 6.25920 0.000
```

# 3
DFT (the ωB97M-V functional and the def2-TZVPD basis) results for one molecule with the formula C15H21NO4.

Its SMILES is CCCCOC(=O)Nc1ccc(C(=O)OCCC)cc1. For the energy above the lowest of the compared OMol25 structures with the same formula, charge and spin, the calculation gives 2.71 kcal/mol. The value obtained for the largest force on an atom is 0.76 eV/Å.

The geometry in XYZ format:
```
41
Properties=species:S:1:pos:R:3:lowdin_charge:R:1
C -6.08101 -0.13225 -1.25195 -0.102
C -4.95257 -1.15138 -1.14223 -0.252
C -4.75920 -1.68982 0.27650 -0.176
C -4.32390 -0.62643 1.28280 -0.154
O -3.05103 -0.08173 0.92728 -0.002
C -3.02956 1.17713 0.48395 -0.548
O -3.98424 1.91443 0.42881 0.093
N -1.79313 1.61428 0.08620 0.160
C -0.54031 1.01550 0.01549 -0.210
C -0.28287 -0.30513 0.38126 0.005
C 0.99533 -0.81202 0.27188 0.004
C 2.04331 -0.02611 -0.20117 -0.131
C 3.39370 -0.62515 -0.29264 -0.454
O 3.65372 -1.75593 0.04376 0.104
O 4.29147 0.23101 -0.80201 -0.011
C 5.64586 -0.20235 -0.89529 -0.177
C 6.52064 0.53634 0.11573 -0.221
C 6.15420 0.18271 1.55192 -0.097
C 1.78746 1.29426 -0.56600 -0.008
C 0.51310 1.80460 -0.45831 -0.014
H -6.25728 0.11704 -2.29571 0.071
H -5.83049 0.78553 -0.72665 0.054
H -7.00181 -0.53543 -0.83541 0.075
H -5.16688 -1.99867 -1.79785 0.105
H -4.01935 -0.69951 -1.48691 0.106
H -5.69444 -2.12229 0.63655 0.117
H -4.00366 -2.47830 0.25769 0.112
H -5.05278 0.18559 1.34067 0.119
H -4.19697 -1.07384 2.27276 0.130
H -1.82105 2.57910 -0.22123 0.156
H -1.07872 -0.92799 0.74942 0.104
H 1.20516 -1.83283 0.55294 0.122
H 5.68322 -1.28260 -0.71985 0.122
H 5.97040 0.01739 -1.91669 0.127
H 6.40854 1.61109 -0.04043 0.109
H 7.56004 0.26836 -0.08123 0.110
H 6.24529 -0.88868 1.71517 0.079
H 5.12816 0.47400 1.76701 0.073
H 6.81004 0.69893 2.24871 0.070
H 2.59204 1.91179 -0.93225 0.118
H 0.31956 2.82936 -0.74272 0.112
```